The following is a quantum chemistry calculation of a cluster of 2 separate species, C3H6N2S in total at a distorted geometry, from the Open Molecules 2025 dataset.

The calculation puts the HOMO energy at -9.07 eV. As for the lowest unoccupied orbital energy: 0.77 eV. As for the total charge: 0. The energy above the lowest of the compared OMol25 structures with the same formula, charge and spin comes out at 2.4845 eV.

Each atom is followed by the atoms it is bonded to, with distances in Å.
Positions of all 12 atoms, in Å:
1 C -0.31597 0.55063 -0.51567  C2 1.493, N3 1.536, H4 1.029, H5 1.095
2 C -0.33075 -0.05785 0.84767  C1 1.493, N3 1.433, H6 1.138, H7 1.179
3 N 0.06508 -0.91053 -0.23358  C1 1.536, C2 1.433, H8 1.105
4 H -1.16831 0.64807 -1.08374  C1 1.029
5 H 0.58470 1.14284 -0.70766  C1 1.095
6 H 0.48007 0.21014 1.60030  C2 1.138
7 H -1.45115 -0.10906 1.21264  C2 1.179
8 H -0.70868 -1.64727 -0.51617  N3 1.105
9 N 2.66898 0.14829 -0.00521  C10 1.199, H12 1.045
10 C 3.85215 -0.00790 -0.11726  N9 1.199, S11 1.563
11 S 5.40875 0.06414 0.00446  C10 1.563
12 H 1.75546 -0.31974 -0.20232  N9 1.045